(1)
This record from the Open Molecules 2025 dataset describes a molecular structure, C30H51BN3P2Pt in a non-equilibrium geometry. The level of theory is ωB97M-V/def2-TZVPD.

Values from the calculation:
Energy: -58882.69795 eV
LUMO (alpha / beta): -8.05 / -11.58 eV
Expectation value of S²: 6.0224
Net charge: +3
Spin multiplicity: 5

Atoms and positions in Å:
Pt 0.5126 0.6252 -0.4032
C -4.4399 -2.8765 -1.6706
C -3.7535 -1.5235 -1.8131
C -3.9955 -0.9184 -3.1872
C -4.2010 -0.5654 -0.7147
P -1.8680 -1.7432 -1.5730
C -1.6237 -2.6381 0.0604
N -1.2160 -1.7100 1.0968
B -0.5934 -0.4079 0.9741
N -0.5673 0.1352 2.3326
C -0.1450 1.4445 2.7922
P 0.7197 2.4030 1.4299
C -0.3421 3.9003 0.9324
C -0.0356 4.1007 -0.5547
C -0.0167 5.1526 1.7328
C -1.8066 3.5005 1.0930
C 2.4896 2.6550 2.0511
C 3.0265 1.2265 2.2080
C 2.5820 3.4147 3.3671
C 3.2363 3.3949 0.9421
C -1.0062 -0.8219 3.1841
C -1.0883 -0.8369 4.5809
C -1.5348 -1.9827 5.1941
C -1.8986 -3.1261 4.4432
C -1.8490 -3.1294 3.0657
C -1.4056 -1.9757 2.4210
C -0.8344 -2.5989 -2.9406
C 0.4645 -3.0940 -2.3060
C -1.5736 -3.7621 -3.5831
C -0.5525 -1.4997 -3.9690
H -5.4704 -2.7541 -2.0029
H -4.4749 -3.2196 -0.6403
H -3.9943 -3.6483 -2.2902
H -5.0420 -0.6314 -3.2660
H -3.7972 -1.6263 -3.9867
H -3.4031 -0.0199 -3.3481
H -5.2769 -0.4202 -0.7859
H -3.7268 0.4084 -0.8209
H -3.9893 -0.9551 0.2796
H -0.8806 -3.4348 -0.0675
H -2.5743 -3.1011 0.3521
H 0.5404 1.3355 3.6391
H -1.0181 2.0076 3.1430
H 0.9980 4.4016 -0.7145
H -0.6727 4.8831 -0.9624
H -0.2397 3.1764 -1.1153
H 0.9885 5.5121 1.5291
H -0.1282 4.9947 2.8031
H -0.7075 5.9441 1.4427
H -1.9888 2.4987 0.6934
H -2.4302 4.1973 0.5358
H -2.1328 3.5437 2.1289
H 2.6410 0.7485 3.1063
H 4.1112 1.2474 2.2905
H 2.7694 0.6042 1.3418
H 1.9930 2.9557 4.1584
H 2.2758 4.4513 3.2610
H 3.6234 3.4116 3.6920
H 3.0475 2.9431 -0.0328
H 4.3084 3.3541 1.1208
H 2.9516 4.4443 0.9053
H -0.8091 0.0245 5.1639
H -1.6047 -2.0263 6.2703
H -2.2114 -4.0148 4.9695
H -2.1204 -4.0129 2.5106
H 0.3372 -4.0669 -1.8360
H 0.8394 -2.3822 -1.5718
H 1.2220 -3.2155 -3.0784
H -1.8206 -4.5386 -2.8614
H -0.9115 -4.1954 -4.3351
H -2.4755 -3.4514 -4.1015
H -0.2467 -0.5741 -3.4771
H -1.4260 -1.2850 -4.5782
H 0.2373 -1.8147 -4.6461
N 2.0308 0.6186 -2.1088
C 3.2535 -0.0724 -1.8834
C 3.2185 -1.2158 -1.0799
C 4.3349 -2.0095 -0.9496
C 5.5079 -1.6596 -1.6159
C 5.5731 -0.4679 -2.3333
C 4.4563 0.3368 -2.4664
H 2.2104 1.5314 -2.5325
H 1.4379 0.0717 -2.7450
H 2.2995 -1.4407 -0.5441
H 4.3043 -2.8980 -0.3409
H 6.3722 -2.3014 -1.5520
H 6.4998 -0.1847 -2.8097
H 4.5066 1.2489 -3.0435


(2)
This record from the Open Molecules 2025 dataset describes 4 unconnected molecules or ions with the total composition C5H21N2O3 in a non-equilibrium geometry. The level of theory is ωB97M-V/def2-TZVPD.

Values from the calculation:
Energy: -14630.09116 eV
LUMO (alpha / beta): -6.44 / -11.49 eV
Expectation value of S²: 0.7542
Relative energy (zero: lowest compared OMol25 entry of this formula, charge and spin): 1.034 eV
Net charge: +2
Spin multiplicity: 2

Atoms and positions in Å:
N -1.0989 -0.8532 -1.1484
C 0.2244 -0.2090 -1.4962
C 0.0908 1.1837 -2.1065
C 1.2623 -0.2092 -0.3494
N 1.6847 -1.5507 0.0411
C 1.6557 -1.9629 1.4265
C 0.3862 -1.7271 2.2132
H -0.9149 -1.7875 -0.7768
H -1.7811 -0.3153 -0.5833
H -1.5347 -1.1615 -2.0266
H 0.6259 -0.8624 -2.2689
H -0.9020 1.2737 -2.5257
H 0.8916 1.3415 -2.8098
H -0.0173 1.9178 -1.2979
H 2.1398 0.2905 -0.7252
H 0.8741 0.2979 0.5136
H 2.5922 -1.8891 -0.2697
H 1.9317 -3.0118 1.3757
H 2.5052 -1.4997 1.9499
H -0.0851 -0.7599 2.1162
H 0.6081 -1.8717 3.2677
H -0.3633 -2.4805 1.9412
H 2.5498 2.1039 1.8708
H 2.4025 2.9710 0.5094
O 2.1835 2.1656 0.9834
H -3.1337 1.0400 2.0707
H -2.3062 2.0539 1.1158
O -2.7704 1.2189 1.1991
H -3.6187 1.4294 -0.7469
H -2.6897 1.7543 -1.8234
O -3.3925 1.1094 -1.6395


(3)
This record from the Open Molecules 2025 dataset describes 2 unconnected molecules or ions with the total composition C9H16N3O in a non-equilibrium geometry. The level of theory is ωB97M-V/def2-TZVPD.

Values from the calculation:
Energy: -16102.15144 eV
LUMO: -2.73 eV
Relative energy (zero: lowest compared OMol25 entry of this formula, charge and spin): 3.060 eV
Net charge: +1

Atoms and positions in Å:
C 2.0173 -2.7510 -0.6778
C 0.1239 -3.0418 1.0713
N -0.6686 -2.3348 1.9610
N 1.0098 -2.2522 0.3950
N 0.0346 -4.3557 0.6724
H -0.7058 -1.1853 1.7704
H -1.1723 -2.8922 2.6105
H 1.5362 -1.4428 0.8773
H -0.8570 -4.9250 0.8711
H 0.9472 -4.6838 0.4767
H 2.8307 -2.0215 -0.5006
H 1.5214 -2.3126 -1.5927
H 2.1989 -3.7653 -0.9351
C -1.2224 4.0564 -2.1255
C -0.0599 1.1205 0.7469
C -1.1935 1.7730 1.0725
C 0.5626 1.2734 -0.4220
C -1.5765 2.6870 0.0716
C 0.2128 2.2872 -1.3515
C -0.9103 3.0004 -1.0389
O 0.3608 0.1177 1.6015
H 0.6456 0.4518 2.5732
H -1.6379 1.8992 2.0056
H 1.4892 0.5984 -0.6769
H -2.5907 3.1775 0.2014
H 0.7624 2.4590 -2.3398
H -1.1811 5.0231 -1.7447
H -2.0950 4.0276 -2.7444
H -0.3823 4.0118 -2.8284


(4)
This record from the Open Molecules 2025 dataset describes 7 unconnected molecules or ions with the total composition C30H52FNO18Si in a non-equilibrium geometry. The level of theory is ωB97M-V/def2-TZVPD.

Values from the calculation:
Structure (SMILES): CCCCN[Si@](C)(CCC(C)C)[C@@H](C)F.O=C1OCCO1.O=C1OCCO1.O=C1OCCO1.O=C1OCCO1.O=C1OCCO1.O=C1OCCO1
Energy: -80889.47280 eV
LUMO: 0.06 eV

Atoms and positions in Å:
C -0.5771 0.6694 -0.3173
C -0.7796 2.2247 0.1610
C 0.3830 2.8035 1.1608
C 0.6705 1.8999 2.4966
N 1.4082 0.6028 2.2536
Si 3.1560 0.8396 1.9008
C 3.7955 2.6489 2.2012
C 3.3494 0.5445 -0.0318
C 4.9004 0.2858 -0.4940
C 5.0054 0.8266 -2.0721
C 5.1193 2.4712 -1.9608
C 3.6853 0.4644 -2.9742
C 4.2600 -0.4063 2.9268
C 5.8663 -0.0567 2.8615
F 3.8139 -0.3032 4.3652
H -0.7317 -0.0628 0.6074
H 0.4735 0.4373 -0.7893
H -1.3863 0.4192 -1.1252
H -1.8750 2.4320 0.5880
H -0.7208 2.8855 -0.8317
H -0.0139 3.8589 1.5535
H 1.3215 3.0419 0.5041
H -0.3894 1.5978 2.9555
H 1.1975 2.5326 3.3545
H 1.2995 -0.0336 3.0856
H 3.6430 3.2163 1.1636
H 3.2467 3.2175 3.0641
H 4.9487 2.7157 2.4294
H 2.9059 1.5393 -0.5205
H 2.5995 -0.3153 -0.3830
H 5.0744 -0.8713 -0.5216
H 5.7072 0.8942 0.0958
H 5.9874 0.4010 -2.5709
H 6.0541 2.8928 -2.5712
H 5.2541 2.8109 -0.8383
H 4.1458 3.0309 -2.3469
H 2.8606 1.3271 -2.9581
H 3.1141 -0.5076 -2.6071
H 3.9629 0.2687 -4.1046
H 4.1538 -1.5276 2.5440
H 6.5167 -0.9375 2.4445
H 6.2105 0.1742 3.9768
H 6.1316 0.8955 2.2342
O -3.4075 -1.4951 -1.3940
C -2.8379 -2.2612 -0.6348
O -3.4329 -3.3270 -0.0237
C -2.4007 -4.0828 0.5815
C -1.3072 -3.0820 0.7695
O -1.5219 -2.1633 -0.2850
H -2.7391 -4.5128 1.5282
H -2.1133 -4.8941 -0.0955
H -1.3866 -2.5502 1.7236
H -0.3135 -3.5324 0.6953
O -3.4211 -4.5159 3.4417
C -2.4186 -4.2742 4.0931
O -1.9546 -5.0535 5.1134
C -0.6705 -4.5648 5.4526
C -0.7068 -3.1473 4.9812
O -1.6152 -3.1881 3.8970
H -0.4988 -4.6411 6.5298
H 0.0843 -5.1606 4.9287
H -1.0956 -2.4631 5.7428
H 0.2739 -2.7928 4.6524
O -3.3855 -5.1722 10.1497
C -3.8323 -5.6388 9.1152
O -3.7485 -5.0319 7.8953
C -4.1735 -5.9801 6.9344
C -5.0348 -6.9095 7.7265
O -4.4825 -6.8359 9.0271
H -4.7226 -5.4919 6.1246
H -3.2928 -6.4794 6.5170
H -6.0786 -6.5805 7.7663
H -4.9993 -7.9345 7.3474
O -4.9669 2.6351 -6.1105
C -4.3972 1.8691 -5.3513
O -4.9923 0.8033 -4.7402
C -3.9601 0.0474 -4.1350
C -2.8665 1.0483 -3.9470
O -3.0813 1.9669 -5.0015
H -4.2984 -0.3825 -3.1883
H -3.6727 -0.7639 -4.8120
H -2.9459 1.5800 -2.9929
H -1.8729 0.5978 -4.0212
O -4.0649 4.4682 -0.8883
C -4.3881 4.8981 -1.9831
O -4.1533 4.2557 -3.1645
C -4.8699 4.9571 -4.1633
C -5.0218 6.3247 -3.5806
O -5.0309 6.0851 -2.1861
H -4.3148 4.9651 -5.1053
H -5.8330 4.4606 -4.3217
H -4.1767 6.9781 -3.8217
H -5.9486 6.8112 -3.8967
O 4.6237 2.8636 -5.0906
C 4.1769 2.3970 -6.1252
O 4.2607 3.0038 -7.3451
C 3.8357 2.0556 -8.3060
C 2.9744 1.1263 -7.5139
O 3.5267 1.1998 -6.2132
H 3.2866 2.5438 -9.1158
H 4.7164 1.5563 -8.7233
H 1.9306 1.4552 -7.4741
H 3.0099 0.1012 -7.8930


(5)
This record from the Open Molecules 2025 dataset describes a single C23H28N2O4 molecule. The level of theory is ωB97M-V/def2-TZVPD.

Values from the calculation:
Structure (SMILES): CCCCCOc1ccc(C(=O)CCC(=O)Nc2ccc(NC(C)=O)cc2)cc1
Energy: -35477.21290 eV
LUMO: 0.16 eV
Relative energy (zero: lowest compared OMol25 entry of this formula, charge and spin): 1.108 eV

Atoms and positions in Å:
C -9.1708 -3.8088 -0.9703
C -8.4144 -2.5113 -0.7116
C -7.9759 -2.4028 0.7479
C -7.3262 -1.0642 1.0931
C -5.9882 -0.8537 0.3912
O -5.4070 0.3214 0.9304
C -4.2038 0.7302 0.4832
C -3.4501 0.0906 -0.5011
C -2.2288 0.6102 -0.8717
C -1.7139 1.7687 -0.2857
C -0.3977 2.2420 -0.7430
O 0.2066 1.6644 -1.6307
C 0.1660 3.4788 -0.0718
C 1.5276 3.9144 -0.6266
C 2.6733 3.1049 -0.0242
O 3.3817 3.5508 0.8547
N 2.7844 1.8710 -0.5743
C 3.6761 0.8457 -0.2597
C 4.7403 1.0047 0.6240
C 5.5868 -0.0552 0.8776
C 5.3972 -1.2907 0.2626
N 6.2967 -2.3203 0.5678
C 6.3154 -3.6099 0.1265
C 7.4731 -4.3965 0.7131
O 5.5133 -4.0902 -0.6413
C 4.3339 -1.4501 -0.6215
C 3.4877 -0.3908 -0.8757
C -2.4759 2.4035 0.7016
C -3.6955 1.8940 1.0755
H -10.0635 -3.8607 -0.3511
H -8.5445 -4.6675 -0.7391
H -9.4722 -3.8750 -2.0128
H -7.5415 -2.4722 -1.3655
H -9.0557 -1.6626 -0.9586
H -8.8530 -2.5318 1.3856
H -7.2804 -3.2134 0.9775
H -7.9960 -0.2444 0.8286
H -7.1479 -1.0136 2.1688
H -5.3301 -1.7146 0.5718
H -6.1305 -0.7352 -0.6899
H -3.8077 -0.8078 -0.9783
H -1.6408 0.1199 -1.6333
H 0.2461 3.2919 1.0017
H -0.5552 4.2874 -0.2151
H 1.7009 4.9594 -0.3680
H 1.5293 3.8104 -1.7131
H 2.0645 1.6201 -1.2493
H 4.8947 1.9544 1.1076
H 6.4105 0.0791 1.5654
H 7.0259 -2.0515 1.2143
H 8.4196 -3.9354 0.4388
H 7.4453 -5.4109 0.3267
H 7.3967 -4.4255 1.7982
H 4.1781 -2.4009 -1.1021
H 2.6630 -0.5190 -1.5619
H -2.1191 3.3000 1.1830
H -4.2909 2.3762 1.8347


(6)
This record from the Open Molecules 2025 dataset describes a molecular structure, C4H5NOS in a non-equilibrium geometry. The level of theory is ωB97M-V/def2-TZVPD.

Values from the calculation:
Energy: -18600.85604 eV
LUMO: -0.35 eV
Relative energy (zero: lowest compared OMol25 entry of this formula, charge and spin): 1.063 eV

Atoms and positions in Å:
C 0.2716 1.8221 -0.9804
C 0.0598 0.7655 -0.0025
C -0.0697 -1.4871 0.8596
C -0.2461 -0.5988 -0.3979
H 0.6581 2.7847 -0.5421
H 0.8940 -2.0496 0.8101
H -0.8622 -2.2092 0.9461
H -1.2993 -0.5965 -0.6952
H 0.3222 -0.8940 -1.2478
N 0.1833 1.0629 1.2565
O 0.1883 1.6561 -2.1893
S -0.1000 -0.2562 2.1830


(7)
This record from the Open Molecules 2025 dataset describes a molecular structure, C49H41BrCl2N2O4PSTb in a non-equilibrium geometry. The level of theory is ωB97M-V/def2-TZVPD.

Values from the calculation:
Energy: -200290.75822 eV
LUMO (alpha / beta): -1.03 / -1.03 eV
Expectation value of S²: 12.8181
Relative energy (zero: lowest compared OMol25 entry of this formula, charge and spin): 3.076 eV
Spin multiplicity: 7

Atoms and positions in Å:
Tb 0.8329 -0.8110 -0.7633
C 2.0100 -1.8368 3.0114
O 1.7955 -2.3060 1.6484
C 1.9673 -3.6190 1.3580
C 2.2628 -4.7245 2.1950
C 2.4789 -5.9752 1.6829
Br 2.9116 -7.3359 2.8550
C 2.3683 -6.2927 0.3006
C 1.7647 -5.2790 -0.4826
C 1.7094 -3.8915 -0.0539
O 1.5383 -2.9159 -0.9229
C 1.3234 -5.6589 -1.8109
N 1.5992 -6.7841 -2.4302
C 1.1502 -6.6690 -3.7640
C 1.4085 -7.5090 -4.8645
C 1.1713 -7.0082 -6.1243
C 0.6892 -5.7199 -6.3834
C 0.3956 -4.8579 -5.2958
C 0.5921 -5.3936 -4.0370
N 0.7741 -4.6036 -2.7802
H 3.0823 -1.8955 3.3723
H 1.3945 -2.5051 3.6963
H 1.6816 -0.8321 3.2064
H 2.3601 -4.6027 3.2615
H 2.8022 -7.1560 -0.1781
H 1.4771 -3.7715 -2.7899
H 1.7954 -8.5016 -4.6995
H 1.3650 -7.6584 -6.9496
H 0.5174 -5.3941 -7.4222
H 0.1591 -3.8021 -5.4045
H -0.0978 -4.1948 -2.4767
C 5.0242 0.7398 -0.0345
C 3.7698 0.5790 -0.8417
O 2.7420 0.1812 -0.2064
C 3.8352 0.8064 -2.2238
C 5.0918 0.9964 -2.9373
C 5.1419 1.4302 -4.2381
C 3.9188 1.6878 -4.8627
C 2.6720 1.5640 -4.2130
C 2.6173 0.8787 -2.9711
O 1.5099 0.2137 -2.5759
H 4.8131 0.6515 1.0531
H 5.4848 1.7381 -0.3056
H 5.8115 -0.0626 -0.3280
H 6.0711 0.6556 -2.5598
H 6.0890 1.6999 -4.6904
H 3.9995 1.8675 -5.8902
H 1.7527 1.8940 -4.6519
Cl -1.5285 -2.0056 0.9029
C -2.8598 -2.4564 -0.2267
C -4.0537 -2.9792 0.3813
C -5.2175 -3.0856 -0.4125
C -5.2103 -2.7369 -1.7212
C -3.9695 -2.2856 -2.3842
Cl -4.1853 -1.4274 -3.8735
C -2.7677 -2.1425 -1.6462
S -1.4223 -1.4624 -2.5117
H -3.9771 -3.1039 1.4416
H -6.1737 -3.3957 0.0555
H -6.1159 -2.8445 -2.3901
C 0.9518 5.4135 0.3782
C -0.4629 5.7685 0.8303
C -0.9858 6.9494 0.4650
C -2.3382 7.3413 0.7773
C -3.0521 6.5268 1.6447
C -2.4881 5.2961 2.1061
C -1.2386 4.8923 1.7278
P -0.7114 3.1960 2.2891
C -1.0874 3.2387 4.1111
C -1.7639 2.1166 4.5620
C -2.2974 2.0411 5.8654
C -2.1611 3.1484 6.7098
C -1.5148 4.3120 6.1862
C -0.8083 4.2867 5.0093
C 0.2411 5.3705 4.7941
C -2.1231 2.3287 1.4545
C -3.3983 2.2958 1.9678
C -4.4822 1.7173 1.3539
C -4.3087 1.0500 0.1097
C -3.0492 1.1320 -0.5222
C -1.9086 1.6213 0.1936
C -0.6070 1.5655 -0.3659
H 1.1735 5.8356 -0.5914
H 1.1709 4.3182 0.3885
H 1.7148 5.7920 1.0587
H -0.4191 7.6567 -0.1518
H -2.6439 8.2933 0.3499
H -4.0128 6.8617 2.1009
H -2.9589 4.6709 2.8541
H -2.0128 1.2998 3.8483
H -2.8191 1.1557 6.2591
H -2.6133 3.1358 7.6811
H -1.4849 5.1674 6.8508
H 1.1400 5.3374 5.3890
H -0.2671 6.3665 4.8510
H 0.6835 5.3346 3.7612
H -3.5422 2.8232 2.9419
H -5.4716 1.8163 1.8458
H -5.1224 0.4571 -0.3264
H -2.8253 0.7192 -1.5088
H 0.2634 1.9633 0.1124
H -0.5020 1.2969 -1.4543


(8)
This record from the Open Molecules 2025 dataset describes 2 unconnected molecules or ions with the total composition C4H12N2O. The level of theory is ωB97M-V/def2-TZVPD.

Values from the calculation:
Energy: -9367.87222 eV
LUMO (alpha / beta): 3.99 / 3.95 eV
Expectation value of S²: 0.7534
Relative energy (zero: lowest compared OMol25 entry of this formula, charge and spin): 1.427 eV
Net charge: -1
Spin multiplicity: 2

Atoms and positions in Å:
N -0.7288 1.4677 -2.3501
C -2.0703 1.3348 -1.7843
N -2.1666 0.9564 -0.3796
H -0.2356 2.1954 -1.8448
H -0.2069 0.6210 -2.1196
H -2.5703 2.2941 -1.8952
H -2.5939 0.5981 -2.3888
H -1.4619 0.2501 -0.1712
H -1.9110 1.7507 0.1953
C 1.1563 -1.6271 1.9424
O 2.2484 -2.5935 2.1219
C 1.5807 -0.3900 1.2795
C 1.2363 -0.0983 -0.0612
H 0.7571 -1.4044 2.9572
H 0.3629 -2.0984 1.3572
H 1.8601 -3.3985 2.4943
H 2.2869 0.1753 1.8823
H 1.3939 0.8884 -0.4748
H 1.0625 -0.9218 -0.7604